C19H25F17N5O2S | ωB97M-V with the def2-TZVPD basis set

Geometry as XYZ:
```
69
Properties=species:S:1:pos:R:3
C 2.04604 0.46852 1.00320
C 2.21940 0.64210 -0.61749
C 0.97423 0.07052 -1.51752
C 0.71942 -1.54513 -1.40887
C 2.21371 -2.26751 -1.55139
N 0.11980 -2.01566 -0.10232
C -1.04325 -1.57073 0.47612
N -1.94879 -0.48196 -0.05566
C -2.99439 -0.44272 1.04179
C -4.16301 0.70697 0.82004
C -3.32630 2.13088 0.55578
N -3.27590 3.13364 1.53192
N -2.77346 -1.43466 2.17112
S -3.81238 -1.57162 3.57016
N -1.60613 -2.09608 1.80968
F -1.10329 -3.05944 2.62586
H 2.90886 -0.25576 1.38185
H 0.98415 0.13013 1.35964
H 2.23979 1.52646 1.52111
H 3.27600 0.23061 -0.90678
H 2.26283 1.81748 -0.82190
H 0.03780 0.73929 -1.29382
H 1.25700 0.28481 -2.65739
H 0.06884 -1.98418 -2.30441
H 2.84038 -1.68772 -2.37697
H 2.81168 -2.10985 -0.53704
H 2.14021 -3.41981 -1.74214
H 0.64882 -2.77651 0.41633
H -4.91815 0.46412 -0.04145
H -4.68809 0.82930 1.88533
H -2.74025 2.23251 -0.47860
H -3.83726 2.80812 2.35420
H -3.08506 -1.54878 4.77663
C 0.00487 -4.02482 -6.49223
C 0.45299 -2.99853 -5.44041
C 1.28912 -1.84434 -5.98256
F 2.44221 -2.26369 -6.54929
F 1.64582 -0.99821 -4.97893
F 1.09450 -3.64564 -4.43117
F -0.68186 -2.47328 -4.87928
O 0.80328 -5.20679 -6.60339
C 1.96384 -5.08489 -7.42445
C 3.27073 -5.24208 -6.63628
F 3.36589 -4.32787 -5.63720
F 4.35189 -5.05213 -7.43821
F 1.89888 -3.92160 -8.11535
F 1.86582 -6.07523 -8.35304
H -0.97579 -4.39351 -6.16611
H -0.18845 -3.56729 -7.46986
H 0.72824 -1.26263 -6.72156
H 3.34142 -6.23820 -6.18888
C -1.82929 5.35609 5.84636
C -0.93915 5.54055 4.60780
C -0.68919 4.27166 3.79996
F -0.06122 3.31610 4.52052
F 0.11496 4.53265 2.73427
F 0.22797 6.12972 4.98138
F -1.56509 6.44658 3.79172
O -1.15029 5.19612 7.09545
C -0.71387 3.86949 7.38787
C 0.81388 3.74595 7.45553
F 1.39944 4.13358 6.29368
F 1.19188 2.45748 7.66774
F -1.27573 3.01187 6.50265
F -1.25347 3.56094 8.59877
H -2.39165 6.29081 5.96478
H -2.60139 4.59154 5.69864
H -1.62642 3.85794 3.41325
H 1.22200 4.36431 8.26082
```

Results
- frontier orbital gap (eV) = 8.7
- HOMO (eV) = -12.738
- ΔE to the lowest compared entry with this formula, charge and spin (kcal/mol) = 164.1
- charge = +1


C4H7NO2S | ωB97M-V with the def2-TZVPD basis set

Geometry as XYZ:
```
15
Properties=species:S:1:pos:R:3
C 1.02681 2.22627 0.20125
C 0.35643 0.44456 -0.60091
C -1.99812 -2.30878 -0.93474
C 1.48953 0.21792 1.64007
N 0.92396 0.88535 0.50146
O 1.84042 3.11457 0.31452
O -0.27916 2.58824 -2.28631
S -0.46557 2.05710 -0.97181
H -2.44641 -2.29907 -0.05383
H -1.00175 -2.16995 -0.74847
H -2.21633 -1.44384 -1.52090
H -2.21144 -3.30926 -1.46267
H 1.55358 -0.85563 1.42078
H 2.53064 0.60648 1.92616
H 0.89741 0.24605 2.57539
```

Results
- frontier orbital gap (spin up / spin down) (eV) = 8.1 / 7.1
- HOMO (spin up / spin down) (eV) = -7.544 / -9.683
- ΔE to the lowest compared entry with this formula, charge and spin (kcal/mol) = 90.3
- charge = 0
- 2S+1 = 3


H28O14 | ωB97M-V with the def2-TZVPD basis set

Geometry as XYZ:
```
42
Properties=species:S:1:pos:R:3
H -0.52200 -0.18867 0.14076
H 0.89645 0.18305 -0.41218
H 1.54895 0.40702 -4.40061
H 2.18987 -0.54273 -3.33580
H 0.37468 -0.96261 4.53888
H 0.76634 0.51501 4.39420
H 5.55363 0.12167 -0.87835
H 4.75742 1.38206 -0.58138
H -0.27832 2.94464 -2.47347
H 0.02811 1.50073 -2.12734
H 1.82816 3.00058 1.78613
H 1.27804 4.00130 2.81714
H -1.82052 -3.21952 3.08452
H -2.18956 -3.82785 1.67346
H -4.35420 -0.03064 0.28939
H -3.54141 -1.22040 0.74628
H 4.34172 -2.45816 -0.14924
H 3.83828 -1.47292 0.97678
H -0.13742 4.02850 1.20226
H -1.57170 3.92182 1.27141
H -1.79933 -1.30681 -2.71411
H -2.78055 -2.09548 -1.88864
H -3.41483 4.36706 -0.73908
H -2.37341 3.29308 -1.26134
H -0.33747 -2.49156 0.46607
H 0.88292 -2.72616 -0.35383
H -1.50410 -3.22805 -0.71898
H -1.00583 -4.65691 -1.05444
O 0.23945 0.33606 0.33639
O 2.16412 0.31902 -3.62228
O 0.60218 -0.27545 3.89739
O 5.13920 0.56758 -0.19289
O -0.57655 2.06256 -2.76193
O 1.09459 3.23284 2.39084
O -2.10524 -3.01740 2.12536
O -4.35326 -0.78594 0.96581
O 4.26653 -1.57814 0.10498
O -0.95573 4.42187 0.79138
O -2.71302 -1.55298 -2.68932
O -3.23324 3.43431 -0.97790
O 0.61365 -2.69554 0.51347
O -0.83660 -3.70685 -1.17972
```

Results
- frontier orbital gap (eV) = 10.3
- HOMO (eV) = -10.663
- ΔE to the lowest compared entry with this formula, charge and spin (kcal/mol) = 112.8
- charge = 0


C2H2NO4S | ωB97M-V with the def2-TZVPD basis set

Geometry as XYZ:
```
10
Properties=species:S:1:pos:R:3
C 2.39973 1.18894 -2.20715
C -0.23318 -0.12703 0.34233
N -0.01283 -1.05267 -0.54370
O 3.10064 0.97143 -1.30417
O 2.02608 2.00822 -2.94756
O 1.60062 -0.34359 -2.60339
O -0.61286 -1.18706 -3.00532
S 0.10689 -0.26947 -2.15639
H -0.26270 -0.54109 1.41518
H -0.24649 0.98245 -0.07511
```

Results
- frontier orbital gap (eV) = 8.6
- HOMO (eV) = -4.800
- ΔE to the lowest compared entry with this formula, charge and spin (kcal/mol) = 0.0
- charge = -1